# 1
Below is 6 unconnected molecules or ions with the total composition C12H20Cl6O15S3, with properties calculated with wB97M-V/def2-TZVPD.

XYZ file:
```
56
Properties=species:S:1:pos:R:3:mulliken_charge:R:1
O 17.3152 -12.9006 8.9407 -0.27
H 20.3833 -10.4828 6.1803 0.34
C 16.4991 -8.7510 0.9444 0.02
S 16.6614 -13.3095 10.4022 1.09
H 17.4929 -8.1925 6.6570 0.30
H 20.8083 -1.1253 9.7839 0.27
H 16.7286 -3.2776 0.4361 0.29
C 19.7760 -1.1193 10.1337 -0.16
H 19.6062 -1.8200 10.9513 0.28
H 18.1599 -14.1287 7.4091 0.31
C 16.9477 -3.3604 1.5006 -0.22
O 18.1249 -4.1209 1.6137 -0.31
O 20.2929 -4.0462 2.9621 -0.49
H 18.6893 -2.6030 9.0139 0.23
O 18.0897 -4.2405 4.2765 -0.44
O 16.7409 -14.8526 9.9411 -0.33
C 18.0451 -15.1227 9.4713 -0.35
Cl 15.9238 -7.7312 -0.3989 -0.12
H 19.2151 -13.4941 8.6752 0.24
O 16.8144 0.6374 10.5133 -0.51
O 17.5376 -13.1111 11.5581 -0.53
H 16.5307 -1.7454 2.9896 0.26
H 17.3741 -1.2358 1.4758 0.24
C 18.5307 -8.3635 6.9430 -0.21
C 19.0674 -1.5875 8.8962 -0.26
O 20.6571 -7.8008 6.2209 -0.37
H 18.4696 -9.3019 7.4942 0.15
Cl 12.6777 -5.1625 4.8151 -0.17
H 19.0110 -8.0435 4.9711 0.16
H 16.0461 -3.8540 1.8634 0.24
H 18.1972 -16.0872 8.9866 0.32
O 19.3131 0.1708 10.4483 -0.37
C 18.2258 -13.9048 8.4739 -0.24
Cl 15.7950 -8.3437 2.5619 -0.10
Cl 13.9157 -3.3497 6.7674 -0.11
H 20.5245 -10.0333 4.4754 0.36
H 19.0064 -10.4880 4.9545 0.37
O 19.0933 -7.3154 7.6414 -0.33
H 18.7263 -15.1535 10.3216 0.29
S 18.8708 -3.8367 3.0830 1.02
C 20.2965 -7.0312 7.2628 0.66
C 19.5420 -8.5175 5.7967 0.55
H 14.7534 -5.4209 6.1470 0.18
C 19.8825 -9.9775 5.3545 -1.39
O 18.4792 -2.2327 2.8176 -0.37
Cl 13.0467 -5.8527 7.6945 -0.10
S 17.9371 0.6273 9.5967 1.05
O 15.2699 -12.8400 10.5354 -0.53
H 16.2168 -9.7603 0.6450 0.31
O 21.0787 -6.2998 7.8305 -0.59
O 18.0321 -0.7261 8.6185 -0.29
O 18.1639 1.7821 8.7940 -0.50
H 19.6897 -1.7474 8.0157 0.26
Cl 18.2740 -8.7610 0.9791 -0.11
C 13.7530 -5.0401 6.3527 0.20
C 17.2281 -2.0343 2.2032 -0.21
```

Properties
Frontier orbital gap (eV): 10.74
E_LUMO (eV): -0.072
Structure (SMILES): C[C@H]1COC(=O)O1.O=S1(=O)OCCO1.O=S1(=O)OCCO1.O=S1(=O)OCCO1.ClC(Cl)Cl.ClC(Cl)Cl
Relative energy (zero: lowest compared OMol25 entry of this formula, charge and spin) (kcal/mol): 0.0

---

# 2
Below is a single C3H2BrClF2 molecule, with properties calculated with wB97M-V/def2-TZVPD.

XYZ file:
```
9
Properties=species:S:1:pos:R:3:mulliken_charge:R:1
C -0.4819 -0.4335 0.6567 0.62
C 0.1474 -0.3519 -0.6011 0.38
H 1.1910 1.1157 0.6068 0.35
F -1.7889 -0.3283 0.6473 -0.24
C 0.3061 1.0030 0.1062 -0.96
F 0.1340 -1.1293 1.6241 -0.23
Cl -0.7568 -0.1484 -2.1037 -0.17
Br 1.6776 -1.4397 -0.8714 -0.07
H -0.4285 1.7122 -0.0647 0.33
```

Properties
Frontier orbital gap (eV): 10.73
E_LUMO (eV): 0.654
Structure (SMILES): FC1(F)C[C@@]1(Cl)Br
Relative energy (zero: lowest compared OMol25 entry of this formula, charge and spin) (kcal/mol): 30.8

---

# 3
Below is a single C8H17BO2 molecule, with properties calculated with wB97M-V/def2-TZVPD.

XYZ file:
```
28
Properties=species:S:1:pos:R:3:mulliken_charge:R:1
H -1.5399 0.0347 2.4812 0.30
H -2.1592 0.8120 -1.3018 0.34
H -0.1507 2.1455 -0.4857 0.36
H 3.6642 0.2009 0.4806 0.36
H -0.1839 -2.5341 -1.5442 0.40
H -0.6832 -0.9168 -2.0345 0.37
O 2.0549 -2.3943 0.0464 -0.59
C 2.8085 0.2813 -0.2808 -0.97
C -2.1386 0.8053 -0.2311 -1.86
H 3.3954 0.2136 -1.2298 0.30
C -0.7380 0.5267 1.8299 -1.84
C 0.3609 1.1030 -0.4393 -0.88
O -1.2257 -2.0941 1.0315 -0.53
B 1.6298 -1.1430 -0.1380 0.61
H 1.9191 2.4269 0.2816 0.31
H 0.6694 0.7249 -1.4428 0.20
H -0.6499 1.5104 2.2025 0.39
H -1.9245 -2.0101 -1.4218 0.55
C 1.7014 1.2868 0.1849 -0.45
H -2.2806 1.8401 0.2091 0.48
H 2.9133 -2.5250 0.4277 0.33
H -1.5075 -2.9319 0.6205 0.39
C -0.9182 -1.7102 -1.3397 -1.86
H 1.5655 0.9980 1.2290 0.23
H -2.8717 0.0524 0.2003 0.38
H 0.1451 -0.0303 2.1467 0.44
C -0.6363 -1.2732 0.0882 0.26
C -0.8748 0.2891 0.3107 1.99
```

Properties
Frontier orbital gap (eV): 7.89
E_LUMO (eV): 0.512
Relative energy (zero: lowest compared OMol25 entry of this formula, charge and spin) (kcal/mol): 146.2

---

# 4
Below is a single C2H2N2 molecule, with properties calculated with wB97M-V/def2-TZVPD.

XYZ file:
```
6
Properties=species:S:1:pos:R:3:mulliken_charge:R:1
N -0.0431 -0.5037 -0.9642 -0.28
H -0.3344 -0.8216 1.0645 0.24
H -0.7809 1.3249 0.2570 0.36
N 1.0222 0.1799 -0.2491 -0.26
C -0.2900 0.8151 -0.4702 -0.05
C 0.4261 -0.9945 0.3620 -0.01
```

Properties
Frontier orbital gap (alpha / beta) (eV): 8.53 / 9.37
E_LUMO (alpha / beta) (eV): -1.305 / -0.719
Relative energy (zero: lowest compared OMol25 entry of this formula, charge and spin) (kcal/mol): 155.2

---

# 5
Below is a single C5H7N3O3 molecule, with properties calculated with wB97M-V/def2-TZVPD.

XYZ file:
```
18
Properties=species:S:1:pos:R:3:mulliken_charge:R:1
H -0.0746 -0.6664 -3.0920 0.22
C 0.6255 -0.0706 -1.0816 0.25
O -1.5308 1.8621 -0.8200 -0.52
N 1.8734 -0.1452 -0.6553 -0.83
O -1.5609 -0.1322 0.2457 -0.39
N -2.1683 1.0349 -0.2783 1.02
H 2.7868 -0.3771 1.2045 0.31
C 0.1564 -0.7670 2.4719 -1.10
C 0.5922 -0.4717 1.1224 0.06
C -0.2250 -0.3992 0.0074 0.88
H 0.8155 -0.2173 3.2060 0.35
H -0.4573 1.0466 -2.4824 0.30
O -3.3765 0.9756 -0.1335 -0.58
C 0.3313 0.2957 -2.5159 -1.05
N 1.8406 -0.5048 0.6565 0.18
H 0.0650 -1.8084 2.6338 0.27
H -0.8655 -0.3409 2.5105 0.29
H 1.1721 0.6858 -2.9998 0.33
```

Properties
Frontier orbital gap (eV): 9.58
E_LUMO (eV): 0.362
Structure (SMILES): Cc1n[nH]c(C)c1O[N+](=O)[O-]
Relative energy (zero: lowest compared OMol25 entry of this formula, charge and spin) (kcal/mol): 125.9

---

# 6
Below is a gas-phase ion, CH3N4Si (charge -1), with properties calculated with wB97M-V/def2-TZVPD.

XYZ file:
```
9
Properties=species:S:1:pos:R:3:mulliken_charge:R:1
C -1.7985 -1.0434 -0.5422 0.22
N -2.6779 -1.6324 -0.9881 -0.51
H 0.7046 -0.8572 0.8363 -0.15
N -1.1970 0.2154 1.7605 -0.48
Si -0.3255 -0.0732 0.1131 0.30
H -0.3664 1.3973 -0.0266 -0.14
H 0.3916 -0.2781 -1.2733 -0.28
N -2.2758 -0.6809 3.5833 -0.73
N -1.7306 -0.2898 2.6639 0.77
```

Properties
Charge: -1
Frontier orbital gap (eV): 9.02
E_LUMO (eV): 4.268
Relative energy (zero: lowest compared OMol25 entry of this formula, charge and spin) (kcal/mol): 16.5

---

# 7
Below is a single C5H10BNO molecule, with properties calculated with wB97M-V/def2-TZVPD.

XYZ file:
```
18
Properties=species:S:1:pos:R:3:mulliken_charge:R:1
C -0.6088 1.1358 0.5757 -0.91
C 1.4674 -0.1629 0.0384 -0.14
H -0.3966 -1.7354 1.9659 0.37
H 1.9478 0.7410 0.3584 0.39
C 0.2186 0.0232 1.0239 -0.16
H 0.6861 0.2086 2.0508 0.40
H 0.6575 -0.5172 -1.9747 0.31
B -1.1113 -1.9195 0.0016 0.00
C 0.8257 0.2968 -1.2948 -0.89
H -0.1967 2.1144 0.8778 0.34
H -0.9780 1.8676 -1.3583 0.37
H -1.9360 -2.5367 -0.5165 0.07
H -1.3215 0.0192 -1.2721 0.02
C -0.5542 0.8718 -0.9364 -0.26
N -0.6547 -1.2483 1.0312 0.15
O 2.0991 -1.3443 0.1256 -0.85
H -1.5520 1.1155 0.9673 0.39
H 1.4075 1.0705 -1.6636 0.42
```

Properties
Frontier orbital gap (alpha / beta) (eV): 5.89 / 5.90
E_LUMO (alpha / beta) (eV): -1.203 / -1.203
Relative energy (zero: lowest compared OMol25 entry of this formula, charge and spin) (kcal/mol): 139.4

---

# 8
Below is a gas-phase ion, C8H12NO3 (charge +1), with properties calculated with wB97M-V/def2-TZVPD.

XYZ file:
```
24
Properties=species:S:1:pos:R:3:mulliken_charge:R:1
C -1.9532 -0.4517 0.0482 0.38
C 0.4860 -0.6040 0.1678 -0.03
H -1.6952 -2.6559 1.7846 0.38
H -0.7776 -2.1701 -0.4600 0.34
H 0.0585 -2.6448 1.9372 0.47
H 2.6123 2.4848 -1.4324 0.39
H 2.6077 0.0981 -2.0820 0.30
H 1.3133 2.2136 -0.2709 0.36
O 1.0220 -0.4367 -0.9584 -0.23
N -2.7757 -0.3864 0.9687 -0.51
O -3.6995 0.9829 -3.9481 -0.27
C -0.6953 -1.4266 0.3384 0.54
C 1.7385 1.8778 -1.2141 -1.06
H -3.4177 1.6395 -0.8913 0.38
H 2.8722 0.2588 -0.3173 0.36
C -2.9476 0.9853 -1.6091 -0.63
H -0.9024 -1.2527 2.4820 0.39
C -3.3424 0.9489 -2.8541 0.67
H 0.8981 -0.1124 1.0554 0.48
H -3.6405 0.1283 0.8936 0.27
O -1.8840 0.1410 -1.1579 -0.33
H 1.0083 2.0208 -2.0064 0.31
C 2.1638 0.4192 -1.1369 -0.30
C -0.8107 -2.0296 1.7290 -1.66
```

Properties
Charge: +1
Frontier orbital gap (eV): 7.27
E_LUMO (eV): -5.299
Relative energy (zero: lowest compared OMol25 entry of this formula, charge and spin) (kcal/mol): 49.1

---

# 9
Below is a molecular structure, C16H20BCl3O3V, with properties calculated with wB97M-V/def2-TZVPD.

XYZ file:
```
44
Properties=species:S:1:pos:R:3:mulliken_spin:R:1
C 0.0340 -0.8779 4.4683 0.00
H -0.4146 0.4425 8.0905 0.00
C -0.7286 0.9054 -1.9751 -0.05
C 0.6829 -2.5267 -2.5816 0.01
C 0.6661 1.1520 -1.7784 0.04
O -1.0459 0.9405 3.5704 0.00
C -0.4870 0.4398 4.6930 0.00
B -0.5519 0.0638 2.5047 0.01
H -2.2819 -1.5154 -3.5706 0.00
H 0.7357 -2.7247 -3.6582 0.00
C 1.2792 2.5047 -1.5895 0.02
H 2.2221 2.4562 -1.0293 0.00
H 0.3901 -1.8613 7.6978 0.00
H 1.5379 2.9677 -2.5560 0.00
C -2.1799 -1.1721 -2.5318 0.00
C 0.4181 -1.0976 -2.3620 -0.06
C -0.5318 0.9499 5.9868 0.00
H -2.0807 2.2809 -2.8739 0.00
C -1.8244 1.8975 -1.8787 0.04
O 0.3903 0.5517 1.6368 0.00
H -2.7301 1.4437 -1.4784 0.00
H -0.1211 -3.1388 -2.1635 -0.01
C -0.9019 -0.4910 -2.3507 0.03
H -1.5421 2.7646 -1.2742 0.00
H -2.2578 -2.0698 -1.8739 0.00
H 0.7495 -2.6977 5.3591 0.00
H -0.8297 1.9845 6.1494 0.00
C -0.2406 0.0941 7.0615 0.00
Cl -2.6051 -3.3382 -0.1140 0.00
C 0.2135 -1.2131 6.8401 0.00
H 0.5830 3.2014 -1.1058 0.00
H 0.7288 1.4752 1.7142 -0.01
H 3.3192 -0.3132 -2.8820 0.00
C 0.3994 -1.6875 5.5430 0.00
H 1.6376 -2.8351 -2.1439 0.00
H -3.0276 -0.5255 -2.2838 0.00
C 2.8543 -0.2419 -1.8889 0.02
V -0.0768 -0.4108 -0.5499 1.06
O -0.0939 -1.1851 3.1792 0.00
H 3.3117 0.6175 -1.3798 0.00
Cl 1.3580 -2.0200 0.5885 0.00
Cl -1.9953 -0.5041 1.3354 0.00
C 1.3802 -0.0713 -1.9891 -0.11
H 3.0888 -1.1642 -1.3478 0.00
```

Properties
Charge: -2
Frontier orbital gap (alpha / beta) (eV): 5.66 / 5.09
Expectation value of S²: 0.76
E_LUMO (alpha / beta) (eV): 4.573 / 4.556
Relative energy (zero: lowest compared OMol25 entry of this formula, charge and spin) (kcal/mol): 0.0
2S+1: 2

---

Repeat the second record exactly.
Below is a single C3H2BrClF2 molecule, with properties calculated with wB97M-V/def2-TZVPD.

XYZ file:
```
9
Properties=species:S:1:pos:R:3:mulliken_charge:R:1
C -0.4819 -0.4335 0.6567 0.62
C 0.1474 -0.3519 -0.6011 0.38
H 1.1910 1.1157 0.6068 0.35
F -1.7889 -0.3283 0.6473 -0.24
C 0.3061 1.0030 0.1062 -0.96
F 0.1340 -1.1293 1.6241 -0.23
Cl -0.7568 -0.1484 -2.1037 -0.17
Br 1.6776 -1.4397 -0.8714 -0.07
H -0.4285 1.7122 -0.0647 0.33
```

Properties
Frontier orbital gap (eV): 10.73
E_LUMO (eV): 0.654
Structure (SMILES): FC1(F)C[C@@]1(Cl)Br
Relative energy (zero: lowest compared OMol25 entry of this formula, charge and spin) (kcal/mol): 30.8

---

Q: Which value of relative energy (zero: lowest compared OMol25 entry of this formula, charge and spin) does entry 8 give?
A: 49.1 kcal/mol

---

What did the fourth record say?
Below is a single C2H2N2 molecule, with properties calculated with wB97M-V/def2-TZVPD.

XYZ file:
```
6
Properties=species:S:1:pos:R:3:mulliken_charge:R:1
N -0.0431 -0.5037 -0.9642 -0.28
H -0.3344 -0.8216 1.0645 0.24
H -0.7809 1.3249 0.2570 0.36
N 1.0222 0.1799 -0.2491 -0.26
C -0.2900 0.8151 -0.4702 -0.05
C 0.4261 -0.9945 0.3620 -0.01
```

Properties
Frontier orbital gap (alpha / beta) (eV): 8.53 / 9.37
E_LUMO (alpha / beta) (eV): -1.305 / -0.719
Relative energy (zero: lowest compared OMol25 entry of this formula, charge and spin) (kcal/mol): 155.2